Record 1
{
  "formula": "C5H16NO5",
  "method": "ωB97M-V with the def2-TZVPD basis set",
  "de_lowest_kcal_mol": 43.26,
  "homo_ev": -4.75,
  "lumo_ev": 3.534,
  "orbital_gap_ev": 8.28,
  "charge": -1,
  "total_energy_ha": -631.0617,
  "species": ["C", "C", "C", "N", "C", "C", "O", "O", "H", "H", "H", "H", "H", "H", "H", "H", "H", "H", "H", "H", "O", "H", "H", "O", "H", "H", "O"],
  "positions_angstrom": [[0.792, 2.137, 0.029], [1.598, 1.726, 1.246], [1.192, 1.592, -1.283], [0.221, 1.212, -2.244], [-1.079, 0.694, -1.719], [-0.960, -0.764, -1.149], [-0.546, -0.712, 0.169], [2.230, 1.997, -1.808], [0.589, 3.193, -0.026], [-0.189, 1.772, 0.410], [1.540, 2.580, 1.977], [2.593, 1.519, 0.744], [1.205, 0.946, 1.839], [0.511, 0.753, -3.086], [-1.454, 1.166, -0.810], [-1.764, 0.756, -2.611], [-0.232, -1.403, -1.631], [-1.880, -1.327, -1.247], [0.405, -1.947, 2.696], [-0.427, -2.265, 1.499], [-0.469, -2.267, 2.470], [-2.760, -1.528, 1.826], [-1.969, -1.935, 0.650], [-2.921, -1.767, 0.908], [2.020, -2.063, 0.672], [0.514, -1.606, 0.202], [1.239, -2.458, 0.279]],
  "atomic_forces_ev_per_a": [[-3.3836, -1.6241, 2.6487], [2.1407, 2.1336, -0.9252], [-0.4650, 2.2644, -4.5865], [-1.5752, -0.2935, 3.9449], [0.2098, -2.0100, -1.5133], [0.5098, 0.3238, 0.1888], [0.4380, -0.1395, 0.2384], [1.1682, -0.9842, 1.2255], [0.7483, 0.6121, -0.4639], [0.2517, 0.0247, -1.1867], [0.9332, -0.4794, -0.7687], [-0.4138, 0.2105, 1.8097], [-0.4184, -1.4638, -0.1826], [0.5933, 0.0281, -0.0297], [0.0159, 0.7959, -0.7078], [0.1981, -0.0250, 1.0995], [0.4767, 0.0937, -1.2799], [-0.9502, 0.2119, -0.2203], [0.1089, -0.0204, -0.0118], [0.2365, 0.0660, 0.3649], [-0.3850, -0.2303, 0.5816], [-0.1290, 0.0676, 0.1198], [-1.3319, 0.8371, -0.0409], [0.8049, -0.7149, -0.0113], [0.1486, 0.0115, -0.0376], [0.5572, -0.5359, 0.0601], [-0.4878, 0.8404, -0.3158]]
}

---

Record 2
{
  "formula": "C5H16NO5",
  "method": "ωB97M-V with the def2-TZVPD basis set",
  "de_lowest_kcal_mol": 46.97,
  "homo_ev": -4.38,
  "lumo_ev": 3.419,
  "orbital_gap_ev": 7.80,
  "charge": -1,
  "total_energy_ha": -631.0558,
  "species": ["C", "C", "C", "C", "O", "N", "C", "O", "H", "H", "H", "H", "H", "H", "H", "H", "H", "H", "H", "H", "O", "H", "H", "O", "H", "H", "O"],
  "positions_angstrom": [[0.061, -1.934, 0.488], [0.566, -1.022, -0.675], [1.851, -0.311, -0.132], [3.020, -1.231, -0.104], [4.049, -1.149, 0.536], [-0.505, -0.117, -1.123], [-1.201, 0.951, -0.220], [-0.399, 2.019, -0.237], [0.810, -2.367, 1.131], [-0.551, -1.276, 1.092], [-0.430, -2.878, 0.113], [0.773, -1.600, -1.624], [1.418, 0.089, 0.792], [2.035, 0.490, -0.834], [3.166, -1.903, -0.946], [-0.139, 0.490, -1.931], [-1.265, 0.515, 0.818], [-2.150, 1.146, -0.767], [-2.509, -1.809, -2.534], [-1.587, -1.543, -1.302], [-2.384, -2.057, -1.616], [0.316, 1.807, 1.147], [0.206, 2.275, 2.701], [0.767, 1.817, 2.077], [-1.297, 3.248, 1.349], [-2.374, 2.914, 0.501], [-2.246, 3.438, 1.298]],
  "atomic_forces_ev_per_a": [[-0.4227, -0.9554, -1.4880], [0.4533, -0.4097, -0.1674], [-2.2708, -0.7428, -0.1293], [1.9029, 1.0039, -0.3424], [-0.6658, 0.2376, 0.9302], [-0.3025, 0.5323, -1.0233], [2.3374, -0.8834, -0.9520], [0.0772, 0.9100, 0.8405], [0.8748, 0.3857, 0.1525], [-0.4502, -0.4700, 0.2469], [-0.2960, 1.3404, 0.2879], [0.2245, 0.1613, 1.0783], [1.3287, 0.2561, 0.2205], [0.5197, 0.4710, -0.0269], [-1.0528, -0.7634, -0.6907], [-0.6653, -1.2472, 1.6795], [-0.8025, 0.0312, -0.8177], [-0.1692, -0.5335, 0.6205], [0.1549, 0.2050, 0.0230], [-0.8511, 0.3417, -0.7533], [0.1184, -0.5690, 0.3768], [0.1512, 0.8436, 0.3197], [-0.2771, 0.0460, -0.0492], [0.2088, -0.4742, -0.3347], [0.1196, 0.2648, 0.0514], [-0.3535, 0.0951, -0.2242], [0.1080, -0.0771, 0.1714]]
}

---

Record 3
{
  "formula": "C5H16NOOs",
  "method": "ωB97M-V with the def2-TZVPD basis set",
  "de_lowest_kcal_mol": 0.00,
  "homo_ev": [-12.91, -14.33],
  "lumo_ev": [-4.426, -5.962],
  "orbital_gap_ev": [8.48, 8.36],
  "spin_multiplicity": 5,
  "charge": 1,
  "total_energy_ha": -420.3042,
  "s_squared": 6.0115,
  "species": ["C", "Os", "N", "H", "H", "H", "H", "H", "H", "H", "H", "C", "C", "C", "O", "C", "H", "H", "H", "H", "H", "H", "H", "H"],
  "positions_angstrom": [[-2.690, -0.633, -3.317], [0.575, -0.503, -0.138], [1.247, 0.299, -1.958], [-0.913, -1.321, -0.271], [-3.291, 0.218, -3.256], [-3.278, -1.524, -3.067], [-1.909, -0.545, -2.534], [-2.149, -0.698, -4.270], [2.246, 0.417, -2.113], [0.885, 1.224, -1.694], [0.768, -0.011, -2.804], [0.243, 0.844, 2.565], [0.902, -0.530, 2.642], [1.537, -1.189, 1.383], [1.090, 1.403, 0.256], [0.035, 1.511, 1.165], [-0.752, 0.739, 3.022], [0.729, 1.549, 3.248], [0.213, -1.271, 3.072], [1.705, -0.447, 3.391], [2.611, -0.902, 1.448], [1.161, -2.229, 1.212], [-0.900, 0.983, 0.768], [-0.065, 2.613, 1.252]],
  "atomic_forces_ev_per_a": [[1.6867, -1.3529, 0.5525], [-1.0775, 0.8948, -1.5727], [-0.4989, 0.8406, -1.7830], [0.8743, -0.0713, 0.2437], [-0.9795, 1.3647, -0.1238], [0.2087, 0.1651, -0.3986], [-0.3269, -0.0276, -0.1669], [-0.5479, -0.1326, 0.1466], [-0.0764, -0.2343, -0.0687], [0.3609, 0.1195, -0.6460], [0.3724, 0.0265, -0.1317], [-0.5936, 1.2214, 0.1158], [0.3785, -1.1994, 1.0311], [-0.0691, -0.0500, 2.2569], [0.4996, -1.7560, 0.3358], [-0.3071, 0.4611, 1.5521], [0.0787, 0.1489, -0.3619], [0.3068, -0.1264, -0.3711], [0.0075, 0.3689, -0.2131], [-0.1423, -0.1315, -0.2875], [-0.4849, -0.8719, -0.8693], [1.1593, 0.1386, 0.7125], [0.1973, 0.9088, -0.1091], [-1.0266, -0.7051, 0.1563]]
}

---

Record 4
{
  "formula": "C5H16NS",
  "method": "ωB97M-V with the def2-TZVPD basis set",
  "de_lowest_kcal_mol": 3.81,
  "homo_ev": -12.58,
  "lumo_ev": -3.059,
  "orbital_gap_ev": 9.52,
  "charge": 1,
  "total_energy_ha": -652.8076,
  "species": ["C", "S", "C", "H", "H", "H", "H", "H", "H", "C", "C", "C", "N", "H", "H", "H", "H", "H", "H", "H", "H", "H", "H"],
  "positions_angstrom": [[0.227, 2.552, -0.780], [-0.141, 1.028, -1.708], [-0.027, 1.614, -3.422], [-0.583, 3.275, -0.803], [1.118, 2.996, -1.213], [0.458, 2.277, 0.248], [0.328, 0.770, -4.007], [-0.990, 1.953, -3.785], [0.695, 2.422, -3.484], [-1.015, -2.113, 0.520], [-0.331, -1.063, 1.381], [-0.047, -1.462, 2.817], [0.964, -0.679, 0.710], [-1.270, -1.683, -0.448], [-0.422, -3.014, 0.374], [-1.959, -2.388, 0.989], [-0.919, -0.144, 1.368], [0.758, -2.197, 2.871], [-0.925, -1.895, 3.290], [0.214, -0.580, 3.404], [0.800, -0.244, -0.232], [1.455, 0.038, 1.247], [1.612, -1.462, 0.661]],
  "atomic_forces_ev_per_a": [[0.1683, -0.2374, -0.3222], [-0.2292, 0.5318, 0.1387], [0.2150, -0.2749, 0.1720], [-0.1386, -0.1000, 0.0250], [0.0995, 0.1092, 0.0221], [-0.1421, 0.0608, 0.0734], [-0.0719, 0.0656, -0.1268], [-0.1192, -0.0230, 0.0451], [0.1037, 0.0003, 0.0230], [-0.2483, 0.3309, 0.0094], [-0.3394, -0.1610, -0.0336], [0.1217, 0.1459, -0.0079], [0.2988, 0.6952, 0.1369], [0.0820, -0.0878, -0.0987], [0.1007, -0.0304, 0.1030], [0.0606, -0.0848, 0.0525], [-0.0613, -0.0530, -0.0455], [-0.0038, -0.0331, 0.0664], [-0.0876, -0.0401, -0.1485], [0.1824, -0.0862, 0.0535], [0.1144, -0.4908, -0.0049], [-0.0527, 0.0079, 0.1597], [-0.0529, -0.2452, -0.2927]]
}

---

Record 5
{
  "formula": "C5H16NS2",
  "method": "ωB97M-V with the def2-TZVPD basis set",
  "de_lowest_kcal_mol": 7.20,
  "homo_ev": [-3.66, -7.43],
  "lumo_ev": [0.036, -0.030],
  "orbital_gap_ev": [3.70, 7.40],
  "spin_multiplicity": 2,
  "charge": 0,
  "total_energy_ha": -1051.1260,
  "s_squared": 0.7534,
  "species": ["C", "C", "C", "N", "H", "H", "H", "H", "H", "H", "H", "H", "H", "H", "C", "C", "S", "S", "H", "H", "H", "H", "H", "H"],
  "positions_angstrom": [[0.266, 2.483, 1.442], [-0.847, 1.661, 0.817], [-1.940, 2.489, 0.168], [-0.209, 0.818, -0.261], [0.982, 1.853, 1.966], [0.794, 3.066, 0.687], [-0.161, 3.176, 2.165], [-1.233, 0.938, 1.533], [-1.545, 3.218, -0.537], [-2.480, 3.012, 0.957], [-2.652, 1.832, -0.331], [0.538, 0.213, 0.144], [-0.883, 0.172, -0.698], [0.231, 1.372, -0.999], [0.107, -3.382, 0.443], [0.752, -2.900, -0.848], [1.909, -1.513, -0.503], [2.094, -0.590, -2.505], [-0.612, -2.648, 0.806], [0.836, -3.580, 1.224], [-0.452, -4.305, 0.244], [0.010, -2.510, -1.548], [1.321, -3.687, -1.334], [3.175, -1.189, -3.033]],
  "atomic_forces_ev_per_a": [[-0.2129, 0.0668, 0.1580], [0.5239, 0.1142, -0.7849], [-0.2211, -0.2955, 0.6139], [-0.4598, -0.1116, 0.3750], [0.0819, -0.0647, -0.0273], [0.0007, 0.0261, -0.0243], [0.0103, 0.0370, 0.0229], [-0.1811, 0.0849, 0.0169], [0.0728, -0.0014, -0.0360], [-0.0500, 0.1459, -0.1033], [-0.0664, 0.1026, -0.1270], [0.4083, -0.6584, -0.4711], [0.3891, 0.2399, 0.0824], [0.0415, -0.0650, -0.0334], [-0.3683, -0.3988, -0.4574], [0.3838, 0.7669, 0.4495], [-0.3447, -1.2879, 3.1493], [0.0121, 1.4584, -2.9706], [0.0380, 0.1057, 0.1602], [0.0647, 0.0480, -0.0085], [-0.0071, -0.0082, 0.1046], [-0.0605, -0.2282, -0.1051], [-0.0122, -0.0983, -0.0721], [-0.0429, 0.0217, 0.0886]]
}